*P*
Here is a cluster of 7 separate species, C39H44N5O6 in total from OMol25. Energies are from ωB97M-V with the def2-TZVPD basis set.

ORCA input file:
```
! wB97M-V def2-TZVPD RIJCOSX def2/J DEFGRID3
* xyz 1 1
C -1.07997 -0.38422 1.25864
C 0.14337 0.41693 1.28671
N 1.34599 0.02845 0.50949
C 2.65537 -0.15071 0.96632
C 3.36523 -0.86055 0.03478
N 2.42133 -1.33562 -0.91885
C 1.20344 -0.76458 -0.61194
C 2.67353 -2.06194 -2.22286
H -1.78151 -0.06946 2.00857
H -0.82418 -1.40261 1.82107
H -1.49038 -0.75328 0.34783
H 0.29412 0.34621 2.33610
H -0.00222 1.52535 1.03707
H 2.94229 0.24217 1.73475
H 4.51174 -0.99130 -0.06380
H 0.21037 -1.04150 -1.06586
H 2.85058 -3.16380 -2.00876
H 3.67360 -1.65093 -2.57904
H 2.06236 -1.96693 -2.88203
N 1.36253 2.54379 -1.87511
C 2.43167 3.37248 -2.11063
C 3.13270 3.42765 -3.32325
C 2.65126 2.80219 -4.52872
C 1.49617 1.98871 -4.19078
C 0.85627 1.84147 -2.98288
H 2.83118 3.94674 -1.21718
H 4.11833 4.18559 -3.65393
H 3.06769 2.77869 -5.42509
H 1.23703 1.24280 -4.91674
H 0.08339 1.23441 -2.92440
N 5.90421 -0.46365 -2.72946
C 5.89115 -1.26052 -3.87829
C 6.65435 -2.42908 -3.92540
C 7.60488 -2.69460 -2.84664
C 7.73014 -1.74537 -1.78272
C 6.94273 -0.64719 -1.81046
H 5.39618 -0.72990 -4.65494
H 6.53199 -2.95570 -4.80635
H 8.13294 -3.47182 -2.85041
H 8.13195 -2.00693 -0.98918
H 6.99577 0.00748 -1.05792
N -1.89538 -2.83128 -1.31837
C -1.97194 -1.88117 -2.22445
C -1.35879 -2.02044 -3.47757
C -0.58151 -3.17622 -3.86439
C -0.55942 -4.15225 -2.83304
C -1.17949 -3.94258 -1.61462
H -2.53482 -1.00205 -1.77265
H -1.34689 -1.32408 -4.16902
H -0.37099 -3.43625 -4.86050
H -0.12752 -4.99563 -2.85457
H -1.57827 -4.57825 -1.02780
C 1.38086 4.76604 4.24257
C 2.38044 3.85331 3.59588
C 3.06329 2.90110 4.38896
C 2.91519 2.86344 5.70389
C 1.96040 3.70784 6.30061
C 1.17156 4.58340 5.60207
O 0.24454 5.51437 6.07111
O 4.00388 2.18189 3.68305
H 0.72782 5.32331 3.60935
H 2.44816 3.72893 2.48762
H 3.45407 1.96717 6.28657
H 2.24668 3.82853 7.34777
H -0.11451 5.21449 6.89476
H 4.09586 1.39962 4.14377
C -4.60176 -3.25748 1.09217
C -3.35672 -3.08831 1.81483
C -3.32078 -2.55608 3.20781
C -4.58408 -2.20993 3.74731
C -5.81772 -2.51641 3.14274
C -5.85043 -3.03664 1.76620
O -7.11750 -3.03298 1.24686
O -2.15758 -2.38326 3.87823
H -4.36846 -3.64102 0.06875
H -2.39360 -3.35641 1.36207
H -4.39907 -1.58701 4.61559
H -6.62169 -2.28556 3.61469
H -7.07413 -3.35662 0.36328
H -2.35966 -1.84103 4.63808
C -6.10071 0.55950 0.04580
C -4.66305 0.53531 -0.14358
C -4.11984 1.69904 -0.80968
C -4.93852 2.86321 -0.88048
C -6.29117 2.76681 -0.58805
C -6.89761 1.57370 -0.17811
O -8.26031 1.37478 -0.18223
O -2.74777 1.84729 -1.04782
H -6.53765 -0.25071 0.56472
H -3.73062 -0.07951 0.16256
H -4.72272 3.63050 -1.51152
H -6.95667 3.46758 -0.98535
H -8.36400 0.52822 0.16031
H -2.47900 2.21082 -2.01388
*
```

Properties
- Kohn-Sham gap (eV) = 7.51
- molar mass (g mol⁻¹) = 678.81
- highest occupied orbital energy (eV) = -9.70

***

*Q*
Here is a cluster of 7 separate species, C39H44N5O6 in total from OMol25. Energies are from ωB97M-V with the def2-TZVPD basis set.

ORCA input file:
```
! wB97M-V def2-TZVPD RIJCOSX def2/J DEFGRID3
* xyz 1 1
C -1.05097 0.51495 1.17051
C -1.30197 -0.30605 -0.05649
N -0.65997 0.13695 -1.33149
C -1.33397 0.30495 -2.48849
C -0.33297 0.88695 -3.32649
N 0.76603 1.24695 -2.64249
C 0.48703 0.78295 -1.36349
C 2.04503 1.84495 -3.00649
H -1.48197 0.23795 2.07951
H -1.65697 1.51895 1.29451
H -0.07197 0.50395 1.67451
H -2.36297 -0.21105 0.02551
H -1.06097 -1.46105 0.02851
H -2.39097 0.06795 -2.53449
H -0.48497 1.14395 -4.40049
H 1.21103 0.71695 -0.58449
H 1.90603 2.92495 -3.06749
H 2.23503 1.45195 -4.00849
H 2.85803 1.60195 -2.33849
N 1.38703 -2.70305 -1.63449
C 1.39503 -3.54605 -2.71149
C 2.47903 -3.73805 -3.57349
C 3.72503 -3.23005 -3.29449
C 3.71703 -2.40305 -2.10649
C 2.57303 -2.16005 -1.32249
H 0.49003 -4.02805 -3.04149
H 2.16903 -4.54605 -4.20049
H 4.60303 -3.27405 -3.81649
H 4.68103 -1.89105 -1.81349
H 2.53803 -1.24805 -0.48449
N 1.95703 0.23395 -6.32749
C 3.12203 0.88095 -6.37449
C 3.32003 2.06995 -7.13749
C 2.16703 2.46595 -7.95049
C 0.87403 1.73895 -7.95349
C 0.96003 0.55195 -7.12349
H 3.94903 0.41195 -5.94149
H 4.24103 2.52895 -7.11049
H 2.28503 3.56095 -8.45249
H 0.05003 2.08695 -8.15049
H 0.02703 -0.09805 -7.08249
N 1.91803 2.66495 1.67351
C 2.70703 1.59595 1.64551
C 3.86803 1.59995 0.84751
C 4.18603 2.72495 0.12351
C 3.36003 3.79795 0.12151
C 2.17003 3.70195 0.94151
H 2.46503 0.74495 2.19851
H 4.55403 0.65595 0.87751
H 5.26403 2.64395 -0.37749
H 3.54903 4.81195 -0.34249
H 1.49203 4.33695 1.11051
C -4.86297 -4.18505 -0.82549
C -4.28597 -3.39705 -1.89249
C -5.01697 -2.36305 -2.43549
C -6.32397 -2.13105 -2.16249
C -6.95597 -2.96505 -1.17849
C -6.19797 -3.95005 -0.43749
O -6.70597 -4.78805 0.56651
O -4.43297 -1.71705 -3.39949
H -4.12597 -4.75305 -0.39649
H -3.20697 -3.36805 -2.07849
H -6.96197 -1.18305 -2.55349
H -8.11097 -2.87005 -0.82149
H -7.42997 -4.36105 1.01451
H -4.66497 -0.81105 -3.35549
C -0.11697 3.22595 4.71951
C -0.99097 3.20795 3.54451
C -2.35797 2.85295 3.72951
C -2.84597 2.53695 5.02651
C -1.98697 2.75495 6.13851
C -0.66797 3.09095 6.03951
O 0.09303 3.07095 7.17451
O -3.23897 2.76495 2.70151
H 0.94703 3.46195 4.40851
H -0.57397 3.58395 2.52851
H -3.84697 2.09395 5.09551
H -2.31197 2.55195 7.13251
H 1.05003 3.30995 7.07451
H -3.99697 2.23795 2.90051
C 0.69403 -0.66705 6.05051
C 0.69703 -0.67205 4.53451
C 1.19703 -1.88405 4.01551
C 1.14303 -3.00705 4.77651
C 1.07703 -2.98205 6.15951
C 0.90903 -1.72005 6.79751
O 1.11803 -1.52005 8.14651
O 1.21703 -2.05105 2.53051
H 0.25603 0.44895 6.37351
H 0.31603 0.21495 4.03551
H 1.55803 -3.78205 4.43251
H 1.38903 -3.88605 6.62351
H 0.97903 -0.63405 8.51151
H 2.01803 -2.61405 2.41451
*
```

Properties
- Kohn-Sham gap (eV) = 8.06
- molar mass (g mol⁻¹) = 678.81
- highest occupied orbital energy (eV) = -10.07

***

*R*
Here is a cluster of 7 separate species, C39H44N5O6 in total from OMol25. Energies are from ωB97M-V with the def2-TZVPD basis set.

ORCA input file:
```
! wB97M-V def2-TZVPD RIJCOSX def2/J DEFGRID3
* xyz 1 1
C -1.37477 1.75784 -0.45105
C -0.30877 0.80284 0.07195
N -0.27077 -0.44916 -0.72805
C 0.88523 -1.19616 -0.82305
C 0.49823 -2.41016 -1.40605
N -0.80777 -2.39216 -1.76105
C -1.26677 -1.20916 -1.17105
C -1.53477 -3.59116 -2.03205
H -0.97777 2.22584 -1.43905
H -1.57377 2.68884 -0.10105
H -2.45177 1.40484 -0.46605
H -0.61977 0.67184 1.19795
H 0.83323 1.09184 0.15195
H 1.97423 -1.07316 -0.56705
H 1.34123 -3.27216 -1.44505
H -2.42377 -1.13416 -1.10405
H -2.45277 -3.46916 -2.71605
H -2.03377 -3.94116 -1.23205
H -0.73877 -4.39016 -2.54605
N -0.30777 -5.70416 2.43295
C 0.18623 -6.19316 1.31595
C 1.28723 -5.61816 0.58195
C 1.93023 -4.51616 1.09395
C 1.45823 -3.98716 2.34995
C 0.34823 -4.63016 2.95895
H -0.35777 -7.13116 0.89295
H 1.70523 -6.14716 -0.42105
H 2.69523 -4.15016 0.59295
H 1.91423 -3.20316 2.84895
H 0.02523 -4.27016 3.87195
N -0.34277 5.93684 0.62195
C -0.15877 6.35284 -0.64005
C 0.68623 5.67884 -1.55905
C 1.41523 4.57984 -1.02505
C 1.26323 4.21684 0.32995
C 0.22923 4.77284 1.02995
H -0.71577 7.30884 -0.94705
H 0.75423 6.05984 -2.66005
H 2.18923 3.97884 -1.48205
H 1.68723 3.29184 0.64695
H 0.04023 4.36484 2.06795
N -3.74777 5.58884 -5.96305
C -4.46177 5.58884 -4.93305
C -3.99877 5.07084 -3.61505
C -2.75477 4.46884 -3.61405
C -2.01977 4.27984 -4.83105
C -2.55577 4.86184 -5.95105
H -5.32177 6.02884 -4.76305
H -4.79077 5.16784 -2.81205
H -2.57977 4.02184 -2.66105
H -1.11977 3.88284 -4.83405
H -2.11577 4.64684 -6.69905
C -3.42577 4.08984 2.92395
C -4.28177 3.64184 1.76795
C -4.49977 2.29284 1.44195
C -3.83477 1.34684 2.36395
C -2.96977 1.80084 3.41395
C -2.75977 3.11884 3.67495
O -1.88977 3.42384 4.65595
O -5.17077 1.86284 0.35795
H -3.51077 5.01884 3.07395
H -4.61677 4.55584 1.13995
H -3.84577 0.33384 2.26395
H -2.58077 0.93584 3.99395
H -2.22377 4.11684 5.20195
H -5.70277 2.50384 0.32295
C 4.44923 -5.65516 -0.92105
C 4.36223 -7.19616 -0.61205
C 3.48023 -8.00516 -1.49205
C 2.78623 -7.32016 -2.52605
C 2.93623 -5.95416 -2.75605
C 3.63623 -5.11416 -1.86205
O 3.69723 -3.73516 -2.28605
O 3.24923 -9.25216 -1.22305
H 5.12723 -5.10316 -0.48805
H 4.82823 -7.52716 0.23495
H 2.03023 -8.08316 -3.06505
H 2.20923 -5.58316 -3.41105
H 4.17923 -3.20916 -1.78605
H 3.18423 -9.77016 -0.30105
C 1.08123 1.09984 3.66395
C 1.55223 -0.20416 3.01395
C 2.81823 -0.12716 2.26495
C 3.43723 1.08684 2.20395
C 2.94023 2.32184 2.71895
C 1.82623 2.29684 3.51095
O 1.38223 3.48284 4.09295
O 3.28223 -1.21316 1.64195
H 0.11523 1.39184 4.06995
H 0.88123 -0.98116 3.23095
H 4.39723 1.05884 1.67495
H 3.55323 3.34584 2.44295
H 0.63723 3.48684 4.55595
H 4.09123 -1.29516 1.15195
*
```

Properties
- Kohn-Sham gap (eV) = 7.85
- molar mass (g mol⁻¹) = 678.81
- highest occupied orbital energy (eV) = -10.60

***

It comes down to *Q*, which is 2.975 eV more stable than the next structure.